# C3H9NO2

2 unconnected molecules or ions with the total composition C3H9NO2 (ωB97M-V/def2-TZVPD, the Open Molecules 2025 dataset).

* ΔE to the lowest compared entry with this formula, charge and spin: 164.4 kJ/mol
* calculated total energy: -324.91001 Ha
* SMILES string: CC(=O)O.CN
* E_LUMO: 0.024 Ha
* multiplicity: 1
* strongest force on any atom: 3.8 eV Å⁻¹
* frontier orbital gap: 9.68 eV

Each line ends with the Mulliken charge.
Geometry (Å):
C 0.15718 -0.83252 -1.88730  -0.815
C -0.27010 0.62029 -1.79316  0.634
O -0.97071 1.35337 -2.41166  -0.510
O 0.08865 1.11196 -0.47410  -0.403
H -0.69893 -1.24952 -2.41777  0.286
H 0.27560 -1.18062 -0.87546  0.201
H 1.09046 -0.85677 -2.44161  0.278
H 0.26142 2.01524 -0.73643  0.284
C 0.58523 -0.25858 1.83375  -0.517
N -0.86774 -0.15935 2.12185  -0.572
H 1.03734 0.72520 1.94655  0.230
H 0.86874 -0.72224 0.90490  0.125
H 0.96685 -0.81248 2.69857  0.265
H -1.15044 0.80427 2.19039  0.264
H -1.37355 -0.55826 1.34148  0.251



# C5H5Cl

2 unconnected molecules or ions with the total composition C5H5Cl (ωB97M-V/def2-TZVPD, the Open Molecules 2025 dataset).

* ΔE to the lowest compared entry with this formula, charge and spin: 530.2 kJ/mol
* calculated total energy: -653.47885 Ha
* E_LUMO: 0.006 Ha
* multiplicity: 1
* strongest force on any atom: 4.6 eV Å⁻¹
* frontier orbital gap: 9.55 eV

Each line ends with the Mulliken charge.
Geometry (Å):
C -2.63770 0.24578 -0.24694  -0.485
C -3.77644 -0.03740 0.02527  0.223
C 0.01709 1.55084 -0.14192  -0.729
C -0.45346 0.36395 -0.04094  0.526
C 0.00878 -1.02275 0.12316  -1.083
Cl -5.47556 -0.21791 0.05551  -0.150
H 1.02311 1.83835 -0.12096  0.323
H -0.34205 2.50142 -0.41863  0.344
H 1.05199 -1.03354 0.41858  0.373
H 0.04683 -1.35449 -0.85979  0.319
H -0.52340 -1.57518 0.81798  0.338



strongest force on any atom of number 1 (C3H9NO2)? 3.8 eV Å⁻¹